Density functional theory data (the ωB97M-V functional and the def2-TZVPD basis) for a molecular structure, C32H87CaF3N10O16P5S at a distorted geometry.

Each line ends with the Löwdin charge.
CARTESIAN COORDINATES (ANGSTROEM)
Ca1 0.22473 -0.81778 -3.11567  1.553
S1 -0.26975 0.48961 0.24351  0.515
P1 -1.47346 -4.03428 -2.40180  0.447
P2 3.99047 -5.26970 4.31187  0.540
P3 1.88140 2.48265 -3.41770  0.597
P4 -0.85250 5.36073 4.68787  0.523
P5 -2.82977 0.94272 -4.39374  0.421
F1 -0.12121 0.45384 2.83040  0.132
F2 -1.10837 -1.28890 2.10348  0.111
F3 1.05436 -1.14824 1.90578  0.158
O1 -1.66666 0.85097 0.10486  -0.307
O2 2.84371 -4.82953 5.15917  -0.297
O3 0.64284 1.59916 0.43488  -0.305
O4 -2.65806 2.43538 -4.87349  -0.171
O5 -1.19276 -5.21620 -3.43673  -0.146
O6 -0.81368 -4.54828 -1.05655  -0.152
O7 -1.60831 0.31572 -3.82325  -0.363
O8 -5.42896 -1.76537 3.28640  0.071
O9 -3.02399 -4.19438 -2.13204  -0.138
O10 -4.11416 1.05808 -3.48593  -0.156
O11 -0.42393 6.76455 4.72787  -0.275
O12 0.98928 1.37310 -2.97854  -0.410
O13 -1.05004 -2.65863 -2.77322  -0.382
O14 -3.32126 0.21885 -5.72363  -0.176
O15 -5.90599 0.26902 3.80007  0.054
O16 0.13622 -0.48874 -0.79940  -0.481
N1 4.44694 -6.89252 4.36177  -0.312
N2 -5.11436 -0.63024 3.54335  -0.446
N3 5.44616 -4.45332 4.62097  -0.303
N4 0.38497 4.19659 4.92645  -0.297
N5 1.28634 3.98684 -2.89931  -0.288
N6 -1.95963 5.04593 5.88824  -0.309
N7 -1.52115 4.89902 3.20964  -0.298
N8 2.05547 2.66841 -5.09852  -0.317
N9 3.47417 2.41488 -2.89365  -0.309
N10 3.65911 -4.87818 2.73518  -0.295
C1 -4.35547 0.27242 -7.86038  -0.068
C2 -3.37196 4.85882 5.52050  -0.101
C3 -0.82766 -3.79472 0.14930  -0.270
C4 4.64002 -4.89176 1.68580  -0.136
C5 2.00264 5.23616 -3.18041  -0.090
C6 0.99732 3.32184 -5.91145  -0.073
C7 0.36260 4.04819 -1.77983  -0.117
C8 -2.22446 3.43673 -3.92485  -0.256
C9 -1.61274 5.95039 2.19431  -0.104
C10 4.94821 -7.47069 5.63335  -0.084
C11 -1.80625 3.56695 2.76360  -0.127
C12 3.83814 -7.79913 3.39376  -0.112
C13 2.75111 1.63910 -5.86297  -0.123
C14 -1.80785 5.55488 7.25506  -0.098
C15 1.09267 -5.98311 -3.72629  -0.065
C16 5.42407 -3.01242 4.52509  -0.133
C17 3.63647 2.26085 -1.43356  -0.083
C18 -4.03777 -2.73664 -3.86300  -0.061
C19 -3.93960 -3.10957 -2.37503  -0.231
C20 -0.07031 -0.46480 1.87241  -0.653
C21 -4.06308 0.87693 -2.03804  -0.239
C22 -4.48833 0.71402 -6.41624  -0.246
C23 -0.02446 -5.16799 -4.29664  -0.254
C24 6.74362 -4.93928 5.01803  -0.144
C25 -0.88749 -4.74629 1.34429  -0.050
C26 0.11628 2.89957 5.57901  -0.104
C27 1.47602 4.15733 3.96261  -0.123
C28 2.41908 -4.16809 2.38150  -0.101
C29 -5.29894 0.20370 -1.48145  -0.037
C30 4.58859 3.14454 -3.53139  -0.088
C31 -3.70932 -0.18642 3.34186  0.042
C32 -3.08643 4.66082 -4.13879  -0.041
H1 -4.16790 -3.61150 -4.49930  0.092
H2 -2.77615 3.55175 2.24403  0.089
H3 -0.38524 -5.55429 -5.24844  0.128
H4 4.72071 4.07982 -2.98127  0.079
H5 -5.33729 0.18207 -5.97999  0.120
H6 -0.45272 3.33769 -1.92961  0.054
H7 -3.55616 4.13348 4.72958  0.058
H8 -1.17159 3.70482 -4.02845  0.088
H9 -0.82555 6.69727 2.21860  0.074
H10 -3.75885 0.88698 3.49265  0.085
H11 1.90002 -6.05331 -4.46098  0.088
H12 0.28783 -4.12991 -4.44547  0.096
H13 5.76945 -2.58009 3.57955  0.080
H14 6.95716 -5.02333 6.09088  0.083
H15 -3.62886 -2.26533 -1.76021  0.103
H16 3.90691 3.20019 -0.94823  0.094
H17 4.56654 -5.70504 0.96116  0.075
H18 -0.17724 3.16425 6.59823  0.066
H19 0.15040 2.63819 -5.88659  0.079
H20 -3.14647 0.37171 -1.72369  0.084
H21 2.66237 5.56864 -2.37570  0.088
H22 6.92354 -5.95944 4.66050  0.071
H23 1.54972 -4.73613 2.71655  0.061
H24 2.25753 -3.90671 1.33981  0.074
H25 -2.25536 3.05321 -2.89908  0.101
H26 -4.13822 4.40476 -4.25168  0.085
H27 1.40037 3.47286 -6.91247  0.089
H28 -6.18889 0.71441 -1.84584  0.090
H29 -2.73248 5.16839 -5.03529  0.084
H30 -1.67845 -3.10684 0.11768  0.114
H31 4.17995 -8.83232 3.48922  0.083
H32 -4.96551 -3.39018 -2.14391  0.127
H33 4.78660 -3.93062 1.17554  0.083
H34 7.56774 -4.36475 4.59004  0.084
H35 -2.10723 6.60739 7.27990  0.086
H36 4.26292 1.38763 -1.27058  0.089
H37 -5.24294 0.33609 -0.40051  0.089
H38 -3.94769 1.89369 -1.65433  0.121
H39 0.79736 -7.03469 -3.69672  0.092
H40 2.34442 -3.27655 3.01036  0.071
H41 -1.76178 -5.39229 1.24078  0.086
H42 -0.03011 -5.40268 1.19347  0.074
H43 3.98309 -7.51817 2.35466  0.060
H44 0.87460 2.12462 5.59960  0.085
H45 0.85671 3.93933 -0.81360  0.080
H46 4.42839 -2.60891 4.74098  0.078
H47 5.62132 -4.89182 2.18370  0.077
H48 -2.53201 5.03473 7.88033  0.076
H49 0.75438 4.33739 -5.60475  0.076
H50 -3.04901 -0.67569 4.05075  0.104
H51 -0.78980 5.41214 7.60612  0.081
H52 -3.71765 5.82227 5.12295  0.086
H53 3.22621 2.15211 -6.69949  0.091
H54 -0.91719 -4.22300 2.29428  0.086
H55 -3.42047 -0.36163 2.30954  0.083
H56 -1.47628 5.47799 1.21141  0.067
H57 5.99010 -2.52277 5.32376  0.086
H58 -2.99745 5.31560 -3.27075  0.086
H59 -1.95737 2.94186 3.64170  0.051
H60 2.67238 2.05565 -0.95323  0.053
H61 5.38336 -6.68630 6.24873  0.062
H62 1.40402 3.23634 3.37246  0.072
H63 -0.21883 4.97303 -1.67279  0.091
H64 2.77490 -7.89873 3.64182  0.084
H65 2.59966 5.05336 -4.07398  0.068
H66 -2.63579 6.33217 2.13907  0.082
H67 1.25215 6.00175 -3.37204  0.088
H68 4.31619 3.27510 -4.57262  0.064
H69 -4.03204 4.62965 6.35415  0.080
H70 -3.08390 -2.36586 -4.25512  0.052
H71 1.41644 -5.61416 -2.75666  0.081
H72 3.53671 1.12412 -5.30881  0.079
H73 1.53188 5.12008 3.45442  0.076
H74 -4.74539 -1.91136 -3.91941  0.076
H75 -5.30647 0.47170 -8.36403  0.086
H76 -3.96039 -0.71936 -8.05249  0.081
H77 2.06146 0.86359 -6.21845  0.080
H78 -1.13416 3.12549 2.02252  0.070
H79 2.46497 4.05492 4.43037  0.078
H80 4.04633 -7.81640 6.14045  0.090
H81 5.48026 2.54855 -3.33105  0.090
H82 -5.32904 -0.86055 -1.70037  0.053
H83 5.71960 -8.18620 5.36342  0.088
H84 -4.64276 1.78923 -6.35874  0.122
H85 -0.81313 2.50413 5.15941  0.046
H86 -3.72934 0.97439 -8.42389  0.080
H87 0.05162 -3.17375 0.34670  0.098

## Properties
Net charge ... +1
HOMO energy ... -9.45 eV
Multiplicity ... 1
DFT total energy ... -6105.2258 Eh